(a)
ORCA calculation (wB97M-V/def2-TZVPD) on a gas-phase ion, C6H14NO (charge -1).

Results
Gap between HOMO and LUMO: 5.68 eV
LUMO: 3.399 eV
Total charge: -1

Atoms and positions in Å:
C 0.3415 2.8799 -1.3004
C 0.0697 1.3986 -1.2586
C -0.6284 0.9097 -2.5291
C -0.7511 0.9445 -0.0141
C -0.5913 -0.5332 0.3298
N 0.1997 -0.7572 1.5171
C 0.1833 -2.2495 1.9787
O 1.3090 -2.9125 1.6470
H 1.0047 3.0972 -2.1434
H -0.5465 3.5224 -1.3400
H 0.8625 3.2504 -0.4104
H 1.0323 0.9020 -1.0829
H 0.0584 0.5653 -3.3002
H -1.3264 1.6216 -2.9519
H -1.2234 0.0129 -2.3250
H -1.7995 1.2182 -0.1915
H -0.3967 1.5807 0.8016
H -1.5902 -0.9434 0.4966
H -0.2135 -1.1051 -0.5400
H 1.1842 -0.5585 1.3736
H 0.0859 -2.1273 3.0713
H -0.6411 -2.6849 1.3950


(b)
ORCA calculation (wB97M-V/def2-TZVPD) on a gas-phase ion, C6H14NO (charge -1).

Results
Gap between HOMO and LUMO: 6.26 eV
LUMO: 3.815 eV
Total charge: -1

Atoms and positions in Å:
C -0.3331 -3.2189 0.2522
C -0.4390 -1.7243 -0.0695
C 0.4351 -0.8849 0.9373
C 0.3624 0.5497 0.6466
C 1.4520 1.2043 1.5581
N 0.5410 0.8788 -0.7302
C -0.6734 1.4266 -1.6138
O -1.5904 2.0735 -1.0643
H -1.2250 -3.6960 0.5102
H 0.3081 -3.7167 -0.4583
H 0.2321 -3.2954 1.1880
H -0.2187 -1.3226 -1.1151
H -1.4905 -1.4255 0.0111
H 1.4970 -1.2075 0.8425
H 0.1368 -1.0280 2.0347
H -0.7592 0.8524 0.8100
H 1.2638 1.1212 2.6073
H 1.6673 2.1479 1.1757
H 2.4371 0.6731 1.3648
H 1.4373 1.3651 -1.0569
H -1.0025 0.4489 -2.1109
H -0.1706 2.2284 -2.4421


(c)
ORCA calculation (wB97M-V/def2-TZVPD) on a gas-phase ion, C6H14NO (charge -1).

Results
Gap between HOMO and LUMO: 6.08 eV
LUMO: 3.875 eV
Total charge: -1

Atoms and positions in Å:
C 1.0516 0.1118 2.8952
C 0.1559 0.1101 1.6705
C 0.8686 0.0157 0.3322
C -0.0036 -0.4201 -0.8581
C 0.8800 -0.8032 -2.0428
O 1.6038 -1.9007 -1.7531
N -0.9020 0.7861 -1.1196
C -2.3027 0.5010 -1.2421
H 0.6266 -0.2080 3.8507
H 1.4274 1.1422 2.9794
H 1.9196 -0.5261 2.7406
H -0.4743 1.0088 1.6524
H -0.6325 -0.6769 1.7291
H 1.3945 0.9511 0.1570
H 1.6459 -0.7786 0.3728
H -0.7625 -1.1210 -0.4861
H 1.6248 0.0944 -2.1116
H 0.4169 -0.7370 -3.0480
H -0.4530 1.3642 -1.8167
H -2.5571 -0.3021 -1.9922
H -2.6253 0.0815 -0.2916
H -2.9026 1.3069 -1.6181


In hartree, relative to the most stable structure: (a) 0.0000; (b) 0.0399; (c) 0.0169.


(a)
ORCA calculation (wB97M-V/def2-TZVPD) on 2 unconnected molecules or ions with the total composition C4H12O2S.

Results
Gap between HOMO and LUMO: 9.49 eV
LUMO: 0.776 eV
Total charge: 0

Atoms and positions in Å:
C 1.8231 0.4276 0.4672
O 0.7928 -0.5554 0.6625
C 0.4875 -1.3815 -0.4185
C -0.3652 -0.6615 -1.3798
S -1.9442 -0.2043 -0.6288
C -1.6542 1.5469 -0.4946
H 1.4534 1.1596 -0.2705
H 2.7631 -0.0086 0.0894
H 2.0352 0.9563 1.4117
H 1.3621 -1.7029 -1.0162
H -0.0362 -2.2930 -0.0715
H 0.1748 0.2415 -1.7238
H -0.5300 -1.3111 -2.2609
H -0.6651 1.6872 -0.0269
H -2.4036 2.1025 0.0938
H -1.6244 1.9680 -1.5137
O -0.2812 -0.7173 2.6459
H -0.1416 -0.6899 1.6722
H -1.2462 -0.5641 2.7626


(b)
ORCA calculation (wB97M-V/def2-TZVPD) on 2 unconnected molecules or ions with the total composition C4H12O2S.

Results
Gap between HOMO and LUMO: 8.49 eV
LUMO: 0.280 eV
Total charge: 0

Atoms and positions in Å:
C 0.0000 0.0000 0.0000
S 0.7727 -0.8798 -1.3712
C -0.6045 -1.4754 -2.3593
C -1.1244 -0.5281 -3.3943
C -2.3986 -1.1300 -4.0655
O -3.0407 -0.1438 -4.8990
H -0.3793 0.9140 -0.4872
H 0.8004 0.2830 0.7042
H -0.8232 -0.4622 0.5703
H -0.1475 -2.3919 -2.7796
H -1.3074 -1.7850 -1.5621
H -1.2718 0.5047 -3.0240
H -0.2698 -0.5147 -4.0978
H -2.0676 -1.9565 -4.7233
H -3.1343 -1.5438 -3.3493
H -3.8043 -0.5377 -5.3703
O -4.9285 -1.1505 -6.2479
H -5.5861 -1.8824 -6.2568
H -5.2547 -0.5158 -6.9254


In hartree, relative to the most stable structure: (a) 0.0240; (b) 0.0000.


(a)
ORCA calculation (wB97M-V/def2-TZVPD) on 2 unconnected molecules or ions with the total composition C2H4O3.

Results
Gap between HOMO and LUMO: 11.56 eV
LUMO: 0.810 eV
Total charge: 0

Atoms and positions in Å:
C -0.5025 1.5257 0.2012
C 0.2073 -0.6293 -0.2839
O 0.5652 2.0245 -0.4244
O -0.7225 2.0361 -1.0414
O -0.5988 0.2532 0.5252
H -1.3297 2.3539 1.2642
H 0.2554 -0.5515 -1.4166
H -0.3278 -1.6742 -0.1911
H 1.2770 -0.5507 -0.1096


(b)
ORCA calculation (wB97M-V/def2-TZVPD) on C2H4O3 in the gas phase.

Results
Gap between HOMO and LUMO: 9.55 eV
LUMO: 0.360 eV
Total charge: 0

Atoms and positions in Å:
C -0.9368 0.7198 -0.3843
C -0.2094 -0.3209 0.0053
O -0.6766 -1.6631 -0.3614
O 0.9472 -0.5189 0.6740
O 1.4323 0.9273 0.8040
H -1.8311 0.5564 -0.9743
H -0.5844 1.7361 -0.2698
H -0.3263 -2.2715 0.3109
H 2.1851 0.8346 0.1954


In hartree, relative to the most stable structure: (a) 0.0817; (b) 0.0000.